{
  "formula": "C7H9AlCl2LuNO4",
  "method": "wB97M-V/def2-TZVPD",
  "symbols": ["Al", "Lu", "Cl", "Cl", "C", "C", "C", "O", "O", "O", "C", "N", "C", "C", "C", "O", "H", "H", "H", "H", "H", "H", "H", "H", "H"],
  "coordinates": [[-3.33542, -2.44784, -2.69146], [-1.12827, -1.23215, 0.46188], [-1.24958, -2.00635, -2.09883], [-1.75464, -2.89074, 2.03621], [-2.73449, -0.12903, 1.79273], [-3.22001, -2.75872, -4.74833], [-4.07342, -4.14341, -1.82943], [-3.43515, -0.03389, 2.71062], [-3.25015, -2.85415, -5.91081], [-4.34928, -5.04964, -1.14901], [2.79575, 2.72628, 0.93644], [2.26048, 1.34306, 0.94787], [3.17516, 0.24038, 1.25178], [1.03742, 1.06245, 0.58067], [0.06020, 2.09722, 0.16015], [0.63468, -0.18469, 0.61971], [3.85332, 2.67049, 1.19550], [2.28868, 3.37392, 1.66927], [2.71183, 3.17117, -0.06582], [2.85836, -0.33296, 2.13522], [3.30123, -0.42579, 0.38546], [4.13964, 0.70039, 1.46185], [-0.20720, 1.96166, -0.90155], [-0.85580, 2.03780, 0.76748], [0.47666, 3.10453, 0.28236]],
  "mulliken_charge": [0.739, 1.563, -0.111, -0.331, 0.179, 0.547, 0.593, 0.021, 0.128, 0.120, -0.883, 0.075, -0.800, 0.945, -1.351, -0.525, 0.261, 0.391, 0.424, 0.325, 0.339, 0.308, 0.309, 0.358, 0.374],
  "orbital_gap_ha": [0.0852, 0.0851],
  "charge": 4
}

***

{
  "formula": "C5H7N3O2",
  "method": "wB97M-V/def2-TZVPD",
  "symbols": ["C", "C", "C", "C", "C", "N", "N", "N", "O", "O", "H", "H", "H", "H", "H", "H", "H"],
  "coordinates": [[2.97034, 0.61088, -0.03746], [1.77832, -0.08396, 0.35265], [-2.04064, 1.75648, -0.13526], [-1.47255, -0.71974, -0.37926], [-1.62728, 0.47136, 0.46876], [2.61360, 1.91548, 0.01987], [1.31054, 1.94032, 0.18436], [0.79781, 0.81401, 0.57899], [-2.99985, 1.03160, 0.44250], [-1.84631, 2.76208, -0.67297], [3.94997, 0.32295, -0.24226], [1.79782, -1.11431, 0.50643], [-0.46909, -1.05695, -0.27106], [-2.12165, -1.49228, -0.05372], [-1.50321, -0.73732, -1.41681], [-1.17644, 0.54081, 1.39427], [0.63106, 2.70662, 0.30645]],
  "mulliken_charge": [-0.319, -0.345, 0.520, -1.152, 0.250, -0.700, 0.217, -0.127, -0.435, -0.508, 0.452, 0.436, 0.235, 0.347, 0.394, 0.476, 0.259],
  "smiles": "C[C@@H]1OC1=O.c1cn[nH]n1",
  "orbital_gap_ha": 0.3907,
  "charge": 0
}

***

{
  "formula": "C27H29F5N9O5ReS3",
  "method": "wB97M-V/def2-TZVPD",
  "symbols": ["Re", "S", "C", "N", "C", "S", "C", "O", "H", "H", "H", "H", "H", "H", "O", "S", "O", "O", "C", "N", "C", "C", "C", "N", "C", "C", "C", "N", "C", "C", "H", "H", "H", "H", "H", "H", "F", "C", "F", "C", "F", "F", "F", "C", "C", "N", "C", "C", "N", "C", "N", "N", "N", "C", "C", "C", "C", "C", "C", "H", "H", "H", "H", "H", "H", "H", "H", "H", "H", "H", "C", "C", "O", "H", "H", "H", "H", "H", "H"],
  "coordinates": [[0.31324, 0.10691, -0.25088], [0.31665, -0.94995, 1.99508], [-1.33868, -1.25415, 2.05377], [-2.47317, -1.46914, 2.05981], [-2.41631, -2.01990, -2.83898], [-2.28748, -1.78401, -1.08194], [-3.92198, -1.19636, -0.71651], [-1.42808, -0.46744, -1.01150], [-3.15974, -2.79869, -3.00601], [-1.44640, -2.35319, -3.20179], [-2.70762, -1.08189, -3.30714], [-4.59712, -2.03812, -0.86995], [-4.16374, -0.37142, -1.38443], [-3.93429, -0.90778, 0.33104], [0.88406, -9.17390, -2.76271], [1.91594, -8.79476, -1.81806], [1.44118, -8.15937, -0.60422], [3.02106, -9.70673, -1.66602], [2.63524, -7.39764, -2.72381], [3.39276, -7.62007, -3.80674], [3.79128, -6.56927, -4.49378], [3.45832, -5.25842, -4.14613], [2.69225, -5.14194, -3.00331], [2.28978, -6.19369, -2.30090], [2.19599, -3.86696, -2.43514], [2.64890, -2.60077, -2.80057], [2.13567, -1.48477, -2.18307], [1.20046, -1.55248, -1.21246], [0.76768, -2.78675, -0.84637], [1.22444, -3.93722, -1.42672], [4.39629, -6.76879, -5.37142], [3.77001, -4.41777, -4.74850], [3.40068, -2.47397, -3.56616], [2.46873, -0.49990, -2.46984], [0.04532, -2.83153, -0.04419], [0.88340, -4.91029, -1.09586], [1.96571, 1.55892, -2.23045], [0.60637, 1.52892, -1.91020], [0.32051, 2.81369, -1.55727], [-0.13079, 1.27829, -3.24404], [-1.43272, 1.53589, -3.09586], [-0.00271, -0.00900, -3.60836], [0.34816, 2.03709, -4.21915], [0.82443, 2.60559, 2.44416], [-0.37567, 2.63166, 1.56876], [-0.75552, 1.71052, 0.67626], [-1.96700, 2.14312, 0.15122], [-2.30870, 3.30919, 0.73436], [-1.30268, 3.59880, 1.62651], [-1.23731, 4.82727, 2.43997], [-2.54262, 5.28167, 2.75546], [-3.03199, 6.40650, 2.14938], [-4.21113, 6.62248, 2.55628], [-4.56148, 5.63395, 3.45895], [-5.74598, 5.43519, 4.17179], [-5.79785, 4.33811, 4.99897], [-4.70597, 3.45315, 5.12158], [-3.53168, 3.63833, 4.42537], [-3.48838, 4.75861, 3.59379], [1.30200, 1.63453, 2.39660], [0.53740, 2.78338, 3.48094], [1.54593, 3.37246, 2.15681], [-2.48400, 1.58741, -0.60488], [-3.16387, 3.94715, 0.60713], [-0.74747, 5.61527, 1.86698], [-0.66314, 4.61351, 3.34176], [-6.57571, 6.11965, 4.07198], [-6.69238, 4.14458, 5.57355], [-4.79642, 2.60391, 5.78472], [-2.69972, 2.95479, 4.52867], [4.36470, 0.65213, 1.49041], [3.34228, -0.14533, 0.72793], [2.23578, 0.75086, 0.30151], [5.16423, -0.01866, 1.80359], [3.93172, 1.10528, 2.38060], [4.80932, 1.43223, 0.87142], [2.87055, -0.91275, 1.33636], [3.75262, -0.60910, -0.16734], [2.59084, 1.41824, -0.31066]],
  "mulliken_charge": [1.688, -0.430, 0.625, -0.573, -1.017, 0.652, -1.072, -0.517, 0.559, 0.218, 0.325, 0.507, 0.336, 0.415, -0.661, 1.167, -0.658, -0.654, 0.041, -0.441, -0.337, -0.658, 0.225, -0.292, 1.241, -0.953, -0.634, 0.643, -0.681, -1.087, 0.424, 0.363, 0.376, 0.668, 0.672, 0.755, -0.313, -0.113, -0.294, 0.493, -0.217, -0.229, -0.253, -1.332, 0.926, 0.221, -0.770, -0.808, 0.283, -0.958, 0.664, -0.586, -0.490, 0.115, -0.692, -0.527, -0.579, -0.679, 1.206, 0.078, 0.514, 0.314, 0.575, 0.545, 0.251, 0.566, 0.447, 0.390, 0.392, 0.401, -1.321, -0.107, -0.382, 0.432, 0.315, 0.381, 0.286, 0.346, 0.274],
  "spin_multiplicity": 4,
  "orbital_gap_ha": [0.1914, 0.1133],
  "charge": 1
}

***

{
  "formula": "C19H13N2O6RbSTe",
  "method": "wB97M-V/def2-TZVPD",
  "symbols": ["Rb", "O", "C", "O", "C", "O", "O", "O", "C", "O", "C", "C", "C", "C", "C", "C", "N", "C", "C", "C", "C", "C", "C", "N", "H", "H", "H", "H", "H", "H", "H", "H", "H", "H", "Te", "C", "C", "C", "C", "S", "H", "H", "H"],
  "coordinates": [[-1.43214, -0.28670, 1.72620], [-4.07662, 1.87224, 4.68483], [-3.34148, 1.35997, 3.82986], [-3.60865, 1.08840, 2.61650], [-1.87889, 0.97398, 4.18952], [-1.68214, -0.13378, 4.72956], [-0.97112, 1.72542, 3.70803], [3.92852, 2.15435, -3.83552], [3.91705, 0.78526, -3.83681], [4.68723, 0.22100, -4.58319], [2.97007, 0.12666, -2.94299], [2.01109, 0.79533, -2.15259], [1.16162, 0.10520, -1.33133], [1.19685, -1.31173, -1.21296], [2.15316, -1.97555, -2.03283], [2.99726, -1.27446, -2.85768], [0.32399, -1.87935, -0.34822], [0.38608, -3.18136, -0.09180], [-0.52520, -3.87781, 0.74165], [-0.33512, -5.26666, 0.98015], [-1.20708, -5.95309, 1.78481], [-2.28343, -5.27346, 2.36462], [-2.40463, -3.91843, 2.08213], [-1.57788, -3.23057, 1.31578], [3.30553, 2.47041, -3.17344], [1.89766, 1.87619, -2.17075], [0.43314, 0.64302, -0.73618], [2.22508, -3.05471, -2.02811], [3.71640, -1.80427, -3.46967], [1.18584, -3.80516, -0.49709], [0.51001, -5.76807, 0.52308], [-1.05494, -7.01054, 1.97140], [-2.99199, -5.76488, 3.01682], [-3.21650, -3.34555, 2.52386], [-1.78149, 3.33191, 1.44287], [-1.04052, 4.76672, 0.09609], [-1.25501, 6.12420, 0.06141], [-0.60478, 6.78539, -1.00990], [0.11485, 5.93079, -1.79540], [-0.02525, 4.32168, -1.22859], [-1.86813, 6.62053, 0.80089], [-0.66080, 7.85065, -1.19168], [0.70235, 6.18682, -2.66330]],
  "mulliken_charge": [0.919, -0.757, 0.756, -0.715, 0.280, -0.689, -0.666, -0.524, 0.604, -0.651, 0.549, -0.262, -0.408, 0.879, -0.698, -0.767, -0.072, -0.197, 0.313, -0.795, -0.180, -0.695, -0.149, -0.160, 0.294, -0.134, 0.137, 0.181, 0.389, 0.089, 0.259, 0.386, 0.334, 0.351, 0.245, -0.165, -0.348, -0.417, -0.522, -0.065, 0.373, 0.324, 0.374],
  "orbital_gap_ha": [0.2114, 0.1631],
  "charge": -2
}

***

{
  "formula": "C21H37BBr2IN3O11PS2",
  "method": "wB97M-V/def2-TZVPD",
  "symbols": ["C", "C", "C", "C", "C", "C", "O", "C", "C", "N", "C", "N", "Br", "C", "C", "O", "O", "C", "C", "O", "N", "C", "C", "C", "C", "S", "B", "O", "O", "C", "C", "Br", "C", "C", "P", "O", "I", "H", "H", "H", "H", "H", "H", "H", "H", "H", "H", "H", "H", "H", "H", "H", "H", "H", "H", "H", "H", "H", "H", "H", "H", "H", "H", "H", "H", "H", "H", "H", "H", "H", "H", "H", "H", "H", "O", "S", "O", "O", "O"],
  "coordinates": [[2.78811, -0.18112, 2.84631], [2.66188, 0.75365, 1.87865], [1.42460, 1.64320, 1.64736], [0.65749, 1.24181, 0.28022], [1.36042, 2.15268, -0.78388], [1.28910, 3.67870, -0.86525], [2.37343, 4.09531, -1.71611], [1.99830, 4.15941, -3.09737], [2.35390, 5.59847, -3.60941], [1.30559, -0.08639, -0.06670], [0.47454, -1.16247, -0.29417], [1.09347, -2.26493, -0.57918], [2.96629, -2.31473, -0.67767], [0.35032, -3.51592, -0.82713], [1.26501, -4.70802, -1.19780], [1.57554, -4.83705, -2.29073], [1.68488, -5.68278, -0.28393], [1.70046, -5.28872, 1.05020], [0.45099, -5.59558, 1.90783], [2.60947, -4.79749, 1.57193], [-0.90318, -1.23912, -0.21018], [-1.39314, -0.32356, 0.83471], [-2.94250, -0.46262, 1.00926], [-3.54010, -1.83051, 0.53176], [-4.17009, -1.76729, -0.89824], [-5.74739, -2.73838, -0.83541], [-0.77508, -1.01862, 2.15167], [-0.19241, -0.42601, 3.23347], [-0.91611, -2.42857, 2.22042], [-0.87790, 1.14627, 0.44189], [-1.66320, 2.16087, 1.32411], [-1.05322, 4.06625, 1.28226], [-1.84981, 1.94864, 2.85189], [-2.89934, 3.01850, 3.37266], [-1.82176, 1.36623, -1.25237], [-1.78746, 3.01832, -1.58188], [-0.66104, 0.41465, -3.17091], [2.98499, -1.22455, 2.54601], [2.66936, -0.01196, 3.92469], [3.50483, 0.84833, 1.17673], [1.84649, 2.66174, 1.55631], [0.76143, 1.68041, 2.51624], [2.43469, 1.99291, -0.54675], [1.33631, 1.77286, -1.82269], [0.37313, 4.13962, -1.25729], [1.51133, 4.18357, 0.08941], [0.95340, 3.88471, -3.30203], [2.68474, 3.48233, -3.63581], [2.68079, 6.22319, -2.76098], [1.49336, 6.10835, -4.06892], [3.21497, 5.57023, -4.29438], [1.87775, 0.00094, -0.91846], [-0.35325, -3.38735, -1.66283], [-0.27808, -3.75761, 0.04682], [0.56092, -5.16351, 2.90614], [-0.48117, -5.22858, 1.45695], [0.39966, -6.69759, 1.96523], [-1.45466, -1.36628, -1.04656], [-3.14127, -0.48599, 2.09897], [-3.56508, 0.34724, 0.61640], [-4.34186, -2.10278, 1.23731], [-2.81482, -2.65208, 0.56920], [-3.51222, -2.34667, -1.56687], [-4.35628, -0.75327, -1.26676], [-5.63569, -3.71151, -1.77363], [0.05201, -1.07878, 3.90454], [-1.21226, -2.61899, 3.12227], [-2.69382, 2.26143, 0.93879], [-0.96537, 2.14542, 3.47159], [-2.28107, 0.99898, 3.18724], [-3.54088, 2.52671, 4.13233], [-3.58448, 3.36069, 2.58559], [-2.41030, 3.83873, 3.91101], [-2.50840, 3.13792, -2.22118], [2.60319, -0.68224, -3.59708], [3.72617, -1.27701, -4.41985], [3.24321, -2.51025, -5.07891], [4.85479, -1.60886, -3.48957], [4.17340, -0.29351, -5.42754]],
  "mulliken_charge": [-0.800, -0.317, -0.472, 1.259, -1.463, -1.085, -0.503, -0.101, -1.154, -0.190, -0.172, 0.245, 0.143, 0.296, -0.465, -0.334, -0.336, 0.769, -0.765, -0.436, 0.571, 0.037, -1.092, -1.177, -0.500, -0.267, 1.401, -0.894, -0.806, 0.882, -1.411, -0.010, 0.327, -1.409, 0.001, -0.266, -0.040, 0.175, 0.319, 0.406, 0.615, -0.131, 0.424, 0.316, 0.427, 0.180, 0.189, 0.399, 0.303, 0.302, 0.306, 0.420, 0.343, -0.004, 0.223, 0.159, 0.361, 0.448, 0.175, 0.554, 0.764, 0.105, 0.301, 0.230, 0.155, 0.191, 0.159, 0.887, 0.323, -0.172, 0.420, 0.344, 0.346, 0.392, -0.624, 1.045, -0.746, -0.746, -0.752],
  "orbital_gap_ha": 0.1181,
  "charge": -1
}

***

Going through the records in order, we get energy above the lowest of the compared OMol25 structures with the same formula, charge and spin values of 2.93, 90.37, 12.35, 0.46, 35.46 kcal/mol.